w | {
  "formula": "C8H13N",
  "method": "ωB97M-V/def2-TZVPD",
  "gap_ev": [7.267, 7.265],
  "species": ["N", "C", "C", "C", "C", "C", "C", "C", "C", "H", "H", "H", "H", "H", "H", "H", "H", "H", "H", "H", "H", "H"],
  "xyz": [[0.5699, -0.0025, 1.7678], [-0.5291, -0.2848, 0.9441], [-0.9926, 0.7304, 0.0851], [-1.5201, -1.2196, 1.5943], [1.1417, -2.0409, -0.7739], [0.0476, 2.7962, -1.0949], [0.1687, -0.9489, -1.0088], [0.5598, 0.3017, -1.5188], [-0.0936, 1.3280, -0.8596], [0.6476, -3.0027, -0.6729], [0.6152, 3.2823, -0.2900], [-0.9289, 3.2788, -1.1375], [-2.0446, 0.9794, 0.0969], [0.9672, -0.8089, 2.2308], [-1.8293, -0.8424, 2.5722], [1.8079, -1.8830, 0.0931], [1.7692, -2.1135, -1.6761], [1.2766, 0.4328, -2.3255], [0.5539, 2.9989, -2.0438], [-2.4027, -1.3338, 0.9657], [-1.0653, -2.2031, 1.7381], [1.2809, 0.5557, 1.3139]]
}



x | {
  "formula": "C8H13N",
  "method": "ωB97M-V/def2-TZVPD",
  "gap_ev": 9.586,
  "smiles": "CCC1=C(C)C1.CC#N",
  "species": ["N", "C", "C", "C", "C", "C", "C", "C", "C", "H", "H", "H", "H", "H", "H", "H", "H", "H", "H", "H", "H", "H"],
  "xyz": [[-3.0743, 0.4342, 1.3828], [1.1497, -0.8132, 0.5724], [0.4797, 1.7954, 0.0639], [-2.5993, -0.3084, 0.6431], [-2.0253, -1.1710, -0.2782], [0.8953, 0.3693, 0.0660], [1.9084, -0.5080, -0.7760], [-0.0075, 2.3335, -1.3092], [0.9841, -1.7770, 1.6518], [-2.4820, -2.1500, -0.2727], [-0.3041, 2.0012, 0.7245], [2.8843, -0.1884, -0.5439], [0.6623, 2.0520, -2.1768], [-0.0482, 3.3509, -1.1848], [1.4244, 2.3441, 0.1576], [0.7334, -1.3395, 2.6591], [-0.9217, -1.2158, -0.1886], [1.5496, -1.1958, -1.5268], [-2.2353, -0.9293, -1.4309], [0.0993, -2.3789, 1.4602], [1.9011, -2.4215, 1.7213], [-0.9740, 1.7161, -1.4146]]
}



Which structure loses on stability? w does.



w | {
  "formula": "C4H17N2O2",
  "method": "ωB97M-V/def2-TZVPD",
  "charge": 1,
  "gap_ev": 4.581,
  "species": ["O", "O", "N", "N", "C", "C", "C", "C", "H", "H", "H", "H", "H", "H", "H", "H", "H", "H", "H", "H", "H", "H", "H", "H", "H"],
  "xyz": [[-0.2513, -0.5928, 0.8665], [2.1071, -0.0427, 0.4288], [2.2143, -1.9116, -1.1825], [-1.1195, -0.4617, -1.8470], [0.3356, -0.5332, -1.8306], [0.8060, -1.9478, -1.3702], [0.9811, -0.2658, -3.2227], [-2.9903, 3.2700, 4.5664], [-3.1544, 4.1430, 5.1999], [0.7302, 0.0260, -0.9983], [0.3358, 0.5010, -3.6820], [-1.3115, 0.5426, -1.8850], [2.5834, -2.7805, -0.7867], [-2.1674, 2.7278, 5.0421], [0.1794, -2.4162, -0.5801], [-2.8024, 3.6456, 3.5593], [2.7057, -0.1223, 1.1899], [1.9793, 0.2030, -3.2161], [0.9761, -1.1435, -3.8853], [0.5976, -2.6580, -2.2028], [2.3741, -1.0791, -0.5186], [-0.6116, -0.6505, 1.7626], [-1.4037, -0.6565, -0.8806], [-3.8340, 2.5858, 4.5257], [0.7405, -0.3830, 0.9473]]
}



x | {
  "formula": "C4H17N2O2",
  "method": "ωB97M-V/def2-TZVPD",
  "charge": 1,
  "gap_ev": 6.466,
  "species": ["O", "O", "N", "N", "C", "C", "C", "C", "H", "H", "H", "H", "H", "H", "H", "H", "H", "H", "H", "H", "H", "H", "H", "H", "H"],
  "xyz": [[1.7586, -0.9856, -1.3457], [0.4925, -1.7845, 0.9863], [-1.1801, 0.2540, 0.2319], [2.3028, 1.1825, 0.3627], [-0.0888, 0.9610, -0.2120], [-3.9222, -1.9633, -0.1472], [-0.4521, 2.4008, -0.6651], [1.0022, 0.9316, 0.9174], [-4.7895, -1.5363, 0.3507], [0.4012, 2.8837, -1.1345], [0.1241, -2.6597, 1.2177], [0.2768, 0.3892, -1.0719], [-3.6730, -2.9438, 0.2435], [2.3095, -1.3447, -2.0409], [-4.1252, -2.0277, -1.2133], [2.9909, 1.0113, 1.0880], [-1.7323, 0.8448, 0.8884], [0.6931, -1.8106, 0.0385], [-3.0768, -1.2950, 0.0301], [2.4463, 2.1435, 0.0742], [-1.2754, 2.3408, -1.3712], [-0.7807, 2.9941, 0.1932], [0.6890, 1.6019, 1.7247], [2.2432, -0.2762, -0.9064], [1.0173, -0.0846, 1.3197]]
}



Which structure loses on stability? w does.



w | {
  "formula": "C7H13N3O4",
  "method": "ωB97M-V/def2-TZVPD",
  "gap_ev": 9.541,
  "smiles": "NCC(=O)N[C@@H](CCC(N)=O)C(=O)O",
  "species": ["O", "O", "O", "O", "N", "N", "N", "C", "C", "C", "C", "C", "C", "C", "H", "H", "H", "H", "H", "H", "H", "H", "H", "H", "H", "H", "H"],
  "xyz": [[-1.9251, 0.2071, -1.0721], [2.4415, 0.9496, 1.2505], [3.3335, -1.1540, -0.1942], [2.1588, -2.7854, -1.0163], [-3.7255, -0.2632, 0.3068], [0.8392, 0.2764, -0.3065], [0.2573, 2.7401, -1.0168], [1.5775, 1.1599, 0.3998], [1.3266, 2.6376, -0.0026], [-0.3850, -1.9075, -0.1099], [-2.3772, -0.4226, -0.1154], [2.1915, -1.8097, -0.3636], [-1.6116, -1.6032, 0.6779], [0.8865, -1.1120, 0.2503], [1.1097, 3.2422, 0.8827], [-3.7921, -0.7216, 1.1972], [-2.3802, -2.3648, 0.6811], [-0.1046, 0.6535, -0.5737], [2.2807, 3.0725, -0.3705], [-0.5398, -1.6718, -1.1820], [-4.1406, 0.6568, 0.0154], [-0.1511, -2.9663, -0.0482], [1.0308, -0.9541, 1.3552], [-0.6832, 3.1255, -0.8470], [-1.3911, -1.1317, 1.6838], [3.2411, -0.3806, 0.4596], [0.5322, 2.5271, -1.9414]]
}



x | {
  "formula": "C7H13N3O4",
  "method": "ωB97M-V/def2-TZVPD",
  "gap_ev": 7.949,
  "smiles": "O=C/N=C(\\NC=O)C(=O)O.CN(C)C",
  "species": ["O", "O", "O", "O", "N", "N", "N", "C", "C", "C", "C", "C", "C", "C", "H", "H", "H", "H", "H", "H", "H", "H", "H", "H", "H", "H", "H"],
  "xyz": [[-2.7354, 2.5958, -0.0913], [-1.2683, -2.1412, 1.2667], [-0.4758, -0.5932, 2.6385], [-3.6774, -1.1708, -1.7470], [-1.8514, 1.3094, 1.5761], [0.6373, -0.3539, -0.1551], [-2.7980, -0.1182, 0.0325], [-1.1498, -0.9731, 1.5930], [-2.9783, -1.1796, -0.7852], [1.0472, -1.7926, -0.3506], [-2.3556, 2.4283, 1.0313], [-1.8403, 0.1493, 0.9685], [1.6411, 0.4872, 0.4134], [0.2151, 0.2489, -1.3707], [-3.3173, 0.6613, -0.3650], [1.8417, -2.1035, 0.4108], [-2.4797, 3.1124, 1.8220], [-0.5474, -0.4343, -1.8591], [1.6541, -1.9839, -1.3240], [-0.1587, 1.2677, -1.2619], [0.0507, -2.4230, -0.4175], [1.3529, 1.4570, -0.0284], [-2.7212, -2.1582, -0.2365], [1.5221, 0.3081, 1.4795], [1.0689, 0.3071, -1.9766], [2.5235, 0.0308, 0.0114], [-0.7126, 0.2631, 2.8026]]
}



Which structure loses on stability? x does.



w | {
  "formula": "C4H15N2O2",
  "method": "ωB97M-V/def2-TZVPD",
  "charge": 2,
  "gap_ev": [10.943, 4.791],
  "spin_multiplicity": 2,
  "species": ["O", "O", "N", "N", "C", "C", "C", "C", "H", "H", "H", "H", "H", "H", "H", "H", "H", "H", "H", "H", "H", "H", "H"],
  "xyz": [[-1.2281, -2.9991, -2.2364], [0.2349, 0.7165, 2.3930], [1.8095, -0.0732, 0.7133], [0.8162, -0.0805, -2.2120], [0.5467, 0.6631, 0.1636], [0.0120, -0.2002, -0.9290], [-1.2875, 2.0485, 1.2171], [-0.6305, 0.5836, 1.2790], [0.6908, -0.9071, -2.8210], [-1.1474, -0.3602, 1.2141], [-2.0720, -2.5708, -2.4974], [-0.7608, 2.7170, 0.5324], [-1.5860, -3.1973, -1.3567], [-1.0100, 0.0558, -1.2585], [1.5603, -1.0713, 0.8856], [0.7837, 1.6825, -0.1528], [-0.1178, 0.3423, 3.2056], [0.1099, -1.2979, -0.7113], [-1.3106, 2.5411, 2.1898], [2.1482, 0.4078, 1.5190], [-2.3056, 1.8914, 0.9002], [0.3912, 0.5807, -2.9099], [2.4671, 0.0160, -0.1018]]
}



x | {
  "formula": "C4H15N2O2",
  "method": "ωB97M-V/def2-TZVPD",
  "charge": 2,
  "gap_ev": [11.287, 5.312],
  "spin_multiplicity": 2,
  "species": ["O", "O", "N", "N", "C", "C", "C", "C", "H", "H", "H", "H", "H", "H", "H", "H", "H", "H", "H", "H", "H", "H", "H"],
  "xyz": [[0.8381, -2.9618, -1.2811], [2.7460, 1.2508, 0.2032], [-2.3547, 0.6361, -0.8023], [0.8443, -0.2724, -0.7782], [0.4443, 0.7604, 0.2788], [-0.6824, 0.1312, 1.1239], [-2.1422, 0.1158, 0.4858], [1.6985, 0.9342, 1.1132], [1.3830, -3.2627, -2.0287], [1.0298, -1.1802, -0.3625], [-0.4513, -0.8505, 1.4897], [0.1225, -0.2608, -1.4878], [2.0120, 0.0145, 1.5942], [-0.0062, -2.9911, -1.7591], [-3.1366, 0.1623, -1.2855], [1.5961, 1.6820, 1.8921], [-2.5263, -0.8727, 0.6000], [0.0848, 1.6072, -0.2822], [-2.6775, 1.6124, -0.8122], [2.8613, 2.2033, 0.1005], [1.7170, 0.0360, -1.2182], [-2.7168, 0.7439, 1.2019], [-0.6837, 0.7623, 2.0143]]
}



Which structure loses on stability? w does.



w | {
  "formula": "C4H9N2O",
  "method": "ωB97M-V/def2-TZVPD",
  "charge": 1,
  "gap_ev": [4.571, 6.094],
  "spin_multiplicity": 3,
  "species": ["O", "N", "N", "C", "C", "C", "C", "H", "H", "H", "H", "H", "H", "H", "H", "H"],
  "xyz": [[1.7504, 1.5338, -0.6407], [0.9458, -0.5585, -0.2892], [-0.6860, -2.0187, -0.9829], [1.2639, 0.7213, 0.3464], [-1.2538, 0.1143, 0.1201], [-0.6026, 1.0023, 1.1164], [-0.2597, -0.9405, -0.3965], [-0.1435, -2.7273, -1.5004], [-2.1406, -0.3309, 0.5434], [1.7158, 0.7576, 1.3776], [-1.6496, -2.3780, -1.0118], [1.9120, 2.4198, -0.3944], [-0.2883, 0.5752, 2.0628], [-1.5435, 0.8647, -0.7423], [-0.7873, 2.0530, 1.1318], [1.7670, -1.0881, -0.7403]]
}



x | {
  "formula": "C4H9N2O",
  "method": "ωB97M-V/def2-TZVPD",
  "charge": 1,
  "gap_ev": [4.715, 6.412],
  "spin_multiplicity": 3,
  "species": ["O", "N", "N", "C", "C", "C", "C", "H", "H", "H", "H", "H", "H", "H", "H", "H"],
  "xyz": [[-0.3829, 1.0799, 0.7469], [-0.3244, -1.5234, -1.8292], [-0.7465, -2.6554, -1.7801], [-1.1250, 0.1167, 0.2649], [1.0833, -1.4105, -2.2113], [-0.6716, 1.6470, 1.9735], [-0.0527, 2.7329, 2.3602], [-0.4688, 3.2217, 3.1900], [-0.7688, -0.3133, -0.6822], [1.4652, -2.4830, -2.2951], [-1.8602, -0.4511, 0.9792], [-1.7075, -2.6857, -1.5635], [0.9275, -0.9330, -3.2025], [0.7862, 3.1372, 1.9421], [1.5947, -0.6928, -1.4176], [-1.5110, 1.2047, 2.6702]]
}



Which structure loses on stability? x does.



w | {
  "formula": "C6H16NS",
  "method": "ωB97M-V/def2-TZVPD",
  "charge": 1,
  "gap_ev": [8.648, 6.871],
  "species": ["S", "N", "C", "C", "C", "C", "C", "C", "H", "H", "H", "H", "H", "H", "H", "H", "H", "H", "H", "H", "H", "H", "H", "H"],
  "xyz": [[1.7563, -1.9668, 0.1397], [-1.6999, -1.8653, 0.2792], [-1.3597, -0.4391, 0.4638], [1.9188, 0.7697, 0.5328], [-2.2750, 0.4404, -0.3386], [1.2045, 2.2009, 0.6840], [0.9217, -0.2350, -1.7000], [1.2730, -0.3060, -0.2459], [2.1408, 0.2343, 1.4986], [1.6097, 0.5363, -2.0443], [-0.1078, 0.0389, -1.8829], [-3.3430, -0.0108, -0.4044], [-1.0031, -2.3429, -0.3447], [-1.8303, 0.5736, -1.3076], [-2.5746, -1.8741, -0.1023], [2.8369, 0.9558, 0.0303], [1.8340, -1.7990, 1.5556], [-1.6194, -2.3104, 1.2012], [0.7132, 2.5773, -0.2024], [-1.0482, -0.1968, 1.5254], [0.3357, 1.9688, 1.4467], [1.0371, -1.1924, -2.1798], [-2.5240, 1.4742, -0.0157], [1.8033, 2.7683, 1.4113]]
}



x | {
  "formula": "C6H16NS",
  "method": "ωB97M-V/def2-TZVPD",
  "charge": 1,
  "gap_ev": 10.871,
  "smiles": "CC[C@@H](S)[N+](C)(C)C",
  "species": ["S", "N", "C", "C", "C", "C", "C", "C", "H", "H", "H", "H", "H", "H", "H", "H", "H", "H", "H", "H", "H", "H", "H", "H"],
  "xyz": [[0.2770, 2.2862, -0.0677], [-0.8255, -0.3449, -0.6325], [0.2088, 0.5051, 0.4589], [-2.2277, 0.0631, -0.3835], [1.6159, 0.0327, 0.7465], [-0.4321, -0.2264, -2.0125], [-0.7427, -1.7881, -0.1582], [2.3221, 0.8427, 1.7944], [-1.5186, -2.0306, 0.4579], [0.6598, 0.1093, -2.1507], [2.0772, -0.0126, -0.2434], [-0.8954, 2.5686, 0.5734], [-2.3475, 1.1708, -0.7064], [-0.3968, -1.1994, -2.5196], [-2.4198, 0.0621, 0.7016], [2.2852, 0.4267, 2.7681], [-1.0337, 0.4147, -2.6510], [0.1580, -1.8561, 0.3988], [-0.7633, -2.3957, -1.0167], [3.4603, 0.5830, 1.5820], [-3.0123, -0.5862, -0.9428], [2.3229, 1.8461, 1.6217], [1.6676, -0.9854, 0.9695], [-0.4391, 0.5143, 1.4124]]
}



Which structure loses on stability? w does.



w | {
  "formula": "C6H16NS",
  "method": "ωB97M-V/def2-TZVPD",
  "charge": 1,
  "gap_ev": 8.117,
  "species": ["S", "N", "C", "C", "C", "C", "C", "C", "H", "H", "H", "H", "H", "H", "H", "H", "H", "H", "H", "H", "H", "H", "H", "H"],
  "xyz": [[1.2685, 1.7286, -0.7978], [-1.9521, 1.1658, 0.3777], [0.6956, -0.8002, -0.1802], [0.7710, 0.5838, 0.3012], [0.9329, -0.9543, -1.7598], [0.5631, 0.7358, 1.7597], [-2.6367, 0.4270, -0.7677], [1.8638, -1.6554, 0.4181], [1.1920, -1.9805, -1.8896], [-0.2408, -1.2164, 0.1650], [1.8392, -1.5571, 1.4717], [2.7525, -1.1970, 0.0705], [-2.2543, -0.4876, -0.9497], [-2.1955, 0.6418, 1.2437], [-2.7350, 1.0031, -1.7331], [0.4241, 1.8097, 2.1074], [1.3176, 0.2132, 2.2325], [1.6958, -0.2601, -1.9908], [-3.7295, 0.4352, -0.5151], [-0.3664, 0.0917, 2.1336], [1.6938, -2.6595, 0.2751], [0.1670, -0.7972, -2.6445], [1.3685, 2.6559, 0.1778], [-2.4352, 2.0735, 0.4942]]
}



x | {
  "formula": "C6H16NS",
  "method": "ωB97M-V/def2-TZVPD",
  "charge": 1,
  "gap_ev": [7.707, 7.085],
  "species": ["S", "N", "C", "C", "C", "C", "C", "C", "H", "H", "H", "H", "H", "H", "H", "H", "H", "H", "H", "H", "H", "H", "H", "H"],
  "xyz": [[-0.4008, -1.3125, 0.3865], [1.7140, 0.5436, -0.9155], [3.1778, -1.4837, -0.4148], [-2.3103, -0.2095, -1.8396], [-1.3577, 0.0992, 0.4281], [-2.4944, 0.4820, -0.4625], [-1.3129, 0.6674, 1.8562], [1.9046, -0.7745, -0.0560], [4.0354, -1.0823, 0.0870], [-3.1660, -0.3785, -2.4035], [1.5526, 0.3795, -1.9198], [1.7230, -0.5106, 0.9683], [-0.2666, 0.8606, 2.2270], [-1.7206, -1.1237, -1.8094], [2.4566, 1.1762, -0.8060], [0.8415, 0.9851, -0.5014], [-3.3393, 0.1885, 0.2112], [-1.8368, 1.6093, 1.8598], [-1.6469, -0.1324, 2.5526], [3.0637, -2.5269, 0.0185], [-0.7264, -1.8926, -0.7729], [3.2499, -1.4159, -1.5736], [-2.7604, 1.5367, -0.7184], [-1.6431, 0.3311, -2.4023]]
}



Which structure loses on stability? x does.



w | {
  "formula": "CH3FIN",
  "method": "ωB97M-V/def2-TZVPD",
  "gap_ev": [9.788, 6.787],
  "species": ["I", "F", "N", "C", "H", "H", "H"],
  "xyz": [[-2.3951, 3.2778, 0.4992], [-1.2364, -0.2874, 2.2046], [-0.5652, 0.7237, 1.6114], [-0.3429, 0.4951, 0.2798], [0.0650, -0.5758, 0.1546], [0.0099, 1.2923, -0.2146], [-1.2787, 0.2905, -0.1043]]
}



x | {
  "formula": "CH3FIN",
  "method": "ωB97M-V/def2-TZVPD",
  "gap_ev": 9.486,
  "species": ["I", "F", "N", "C", "H", "H", "H"],
  "xyz": [[2.5466, 0.6242, 0.0391], [2.0473, -2.9076, -0.2124], [0.7605, 0.7540, -0.9370], [-0.2121, 1.3726, -0.4527], [2.2033, -1.9957, -0.3656], [-1.1137, 1.3783, -1.0538], [-0.2558, 1.9039, 0.4962]]
}



Which structure loses on stability? w does.